# C39H56Cl5CsF2MgN4O17S

C39H56Cl5CsF2MgN4O17S as an isolated structure (ωB97M-V with the def2-TZVPD basis set, the OMol25 dataset).

Properties
Total charge: 0
Spin multiplicity: 1
Maximum force in eV/Å: 13.474
E in eV: -166982.0935
Gap between HOMO and LUMO in eV: 0.94

```
126
Properties=species:S:1:pos:R:3:mulliken_charge:R:1
C 4.3007 1.1655 1.7839 -1.440
O 4.0592 2.5060 1.4131 0.325
C 3.3040 3.1565 2.4414 0.309
C 3.1428 4.6463 2.1953 -1.323
C 1.6629 4.9723 1.8974 -0.216
C 0.7275 4.5458 3.0346 -1.156
C -0.6684 4.0681 2.5583 -1.431
C -0.6058 3.1304 1.3762 0.614
C -0.9325 3.5696 0.0837 0.727
C -1.3539 4.9167 -0.2502 0.151
C -0.7537 5.6126 -1.3021 -0.667
C -1.2160 6.8792 -1.5725 -0.606
N -2.1732 7.5326 -0.9381 -0.437
C -2.7598 6.8722 0.0634 -0.944
C -2.3711 5.5953 0.4067 0.371
C -0.8324 2.6883 -1.0217 -0.684
C -0.3978 1.4096 -0.7984 -4.712
N -0.0747 0.9809 0.4835 0.209
C 0.3966 -0.4798 0.6527 -0.793
O -0.4616 -1.3282 0.7648 -0.324
O 1.6341 -0.7901 0.6196 -0.717
C -0.1856 1.8137 1.5249 0.822
C 0.1746 1.2356 2.8597 -1.427
C -0.9626 0.3680 3.4838 -1.259
C -2.3516 0.6009 2.8786 0.101
C -3.3721 -0.4090 3.4556 -0.788
N -3.3926 -1.5739 2.5685 0.490
C -2.8531 -2.8277 2.7645 -0.316
C -3.0593 -3.5899 1.6600 -1.155
C -3.7799 -2.8036 0.7096 -0.635
C -3.9529 -1.6003 1.3265 -0.816
H 3.5407 0.5165 1.3177 0.610
H 5.3039 0.8408 1.4566 0.585
H 4.2497 1.0092 2.8599 0.456
H 3.7909 3.0129 3.4094 0.404
H 2.3345 2.6666 2.5427 -0.160
H 3.4371 5.2417 3.0557 0.467
H 3.7354 4.9345 1.3279 0.381
H 1.5878 6.0442 1.7275 0.593
H 1.4450 4.4884 0.9423 -0.051
H 1.1670 3.8192 3.7158 0.386
H 0.5652 5.4299 3.6528 0.607
H -1.1232 3.5105 3.3816 0.136
H -1.2932 4.9338 2.4099 0.898
H 0.0348 5.1561 -1.8850 0.509
H -0.7514 7.4044 -2.3998 0.312
H -3.5406 7.3422 0.6399 0.302
H -2.8752 5.1101 1.2329 0.559
H -1.0665 3.0527 -2.0113 1.012
H -0.2967 0.6608 -1.6964 5.122
H 0.4791 1.9862 3.5742 0.505
H 1.0462 0.5900 2.7247 0.254
H -1.0450 0.6404 4.5383 0.533
H -0.7009 -0.6895 3.4843 0.432
H -2.3603 0.4631 1.8009 0.237
H -2.6697 1.6019 3.1779 0.198
H -3.1202 -0.6777 4.4821 0.095
H -4.3562 0.0477 3.3694 0.379
H -2.3404 -3.0632 3.6835 0.649
H -2.7549 -4.6128 1.5199 0.581
H -4.1007 -3.0900 -0.2752 0.707
H -4.4506 -0.7091 0.9718 0.476
Cs -0.0704 -0.5288 -2.6148 1.032
C -3.9722 -6.0814 -4.8579 -0.638
O -3.7634 -6.1746 -6.2550 -0.318
C -2.8653 -5.3047 -6.7252 0.961
O -2.2440 -4.5106 -6.0587 -0.637
O -2.7291 -5.5134 -8.0311 -0.295
C -1.7938 -4.6573 -8.6500 -0.690
H -4.7169 -6.8313 -4.5985 0.241
H -3.0530 -6.2908 -4.3081 0.265
H -4.3546 -5.0960 -4.5947 0.289
H -0.7944 -4.7967 -8.2288 0.240
H -2.1158 -3.6215 -8.5464 0.287
H -1.7729 -4.9207 -9.7056 0.215
C -3.7376 -2.6618 7.5548 0.306
Cl -5.3989 -2.2527 7.9787 -0.094
Cl -2.6403 -1.4427 8.2202 -0.119
Cl -3.3303 -4.2454 8.2175 -0.103
Cl -3.5706 -2.6988 5.7931 -0.040
C 1.3337 3.8685 -7.2094 -0.408
C 0.1615 4.2902 -8.0662 0.288
O -0.5442 3.0726 -8.2345 -0.289
C -0.2985 2.3109 -7.1399 0.638
O -0.9254 1.3583 -6.8260 -0.498
O 0.7674 2.7984 -6.4401 -0.308
F 0.5655 4.7407 -9.2748 -0.276
H 2.1610 3.4884 -7.8095 0.279
H 1.6971 4.6648 -6.5654 0.272
H -0.4957 5.0298 -7.6061 0.302
O 8.0313 4.2050 -0.3678 -0.631
S 6.6544 4.1308 -0.7919 1.188
O 6.1371 5.3609 -1.3505 -0.618
O 5.7673 3.7119 0.3698 -0.785
O 6.3744 2.9149 -1.6997 -0.803
Mg 4.7511 2.2887 -0.5468 0.788
F -4.4975 -3.8639 -7.5625 -0.916
C -6.7617 -7.1058 0.8574 -0.315
C -7.6452 -6.3523 -0.1145 -0.313
O -6.7185 -5.4668 -0.7455 -0.307
C -5.4815 -6.0053 -0.6355 0.687
O -4.5204 -5.5996 -1.1989 -0.514
O -5.4898 -7.0712 0.2056 -0.315
H -7.0851 -8.1308 1.0192 0.291
H -6.6769 -6.6028 1.8227 0.244
H -8.0843 -7.0023 -0.8730 0.265
H -8.4389 -5.7955 0.3763 0.289
C 5.0774 -2.7290 3.3638 -1.351
C 5.2399 -3.2261 1.9370 0.196
C 6.6662 -3.6513 1.5870 -0.659
O 7.4647 -2.5018 1.3830 -0.383
C 8.3431 -2.1505 2.4620 -0.662
N 4.9046 -2.0983 1.0013 -0.066
H 5.6079 -1.7896 3.5322 0.295
H 4.0244 -2.5585 3.5954 0.420
H 5.4556 -3.4664 4.0680 0.370
H 4.5350 -4.0346 1.7468 0.335
H 6.6509 -4.1882 0.6335 0.366
H 7.0796 -4.3280 2.3342 0.454
H 8.6912 -3.0327 2.9989 0.331
H 7.8461 -1.4674 3.1534 0.265
H 9.2003 -1.6386 2.0333 0.251
H 4.0776 -1.5577 1.2813 0.098
H 4.7656 -2.4259 0.0439 0.396
H 5.7264 -1.4778 0.9767 0.434
Cl -3.9345 6.1872 -2.1694 -0.665
```

=====

# C39H56N7O2PtSSe

C39H56N7O2PtSSe as an isolated structure (ωB97M-V with the def2-TZVPD basis set, the OMol25 dataset).

Properties
Total charge: +1
Spin multiplicity: 1
Maximum force in eV/Å: 3.815
E in eV: -135303.0309
Gap between HOMO and LUMO in eV: 6.73

```
107
Properties=species:S:1:pos:R:3:mulliken_charge:R:1
Pt 1.5147 1.3123 -1.0390 1.447
C -0.5736 -1.9959 -2.7636 -0.178
C -1.2475 -1.2170 -3.8933 -1.254
C -1.8605 0.0902 -3.4414 1.088
C -3.2376 0.2637 -3.4925 -1.076
C -3.8254 1.4575 -3.1200 -1.123
C -3.0405 2.5082 -2.6784 -0.560
C -1.6628 2.3750 -2.5770 0.858
C -0.8285 3.5417 -2.1151 -0.105
C -0.3025 4.3578 -3.2997 -1.405
C -1.0775 1.1539 -2.9691 -0.304
N 0.3362 1.0400 -2.9009 0.366
C 1.0411 1.0199 -3.9760 0.644
C 2.4053 1.3581 -3.9050 -0.828
C 3.4138 1.4607 -4.8699 -1.139
C 4.4492 2.1704 -4.2713 -0.192
C 4.0308 2.4751 -2.9684 -1.172
N 2.8076 1.9716 -2.7476 0.368
H -0.0969 -2.8954 -3.1534 0.564
H -1.3156 -2.2856 -2.0227 -0.234
H 0.1847 -1.3884 -2.2679 -0.048
H -2.0339 -1.8331 -4.3308 0.531
H -0.5095 -1.0308 -4.6759 0.273
H -3.8634 -0.5489 -3.8397 0.409
H -4.8991 1.5757 -3.1816 0.461
H -3.4987 3.4523 -2.4127 0.508
H -1.4305 4.1941 -1.4795 0.554
H 0.0215 3.1861 -1.5170 -0.474
H 0.3005 3.7404 -3.9646 0.248
H 0.3176 5.1807 -2.9468 0.402
H -1.1344 4.7700 -3.8701 0.387
H 0.5653 0.8950 -4.9468 0.648
H 3.3858 1.0538 -5.8668 0.536
H 5.3832 2.4637 -4.7203 0.503
H 4.5306 3.0954 -2.2398 0.460
C -4.2845 2.4221 0.8620 -1.110
C -3.2756 3.5710 0.8465 0.132
C -2.3715 3.6551 2.0764 -0.927
C -1.2987 2.5680 2.1621 -0.540
N -1.8394 1.2454 2.4239 1.335
C -1.7236 0.1743 1.6096 -0.634
Se -0.9058 0.0606 -0.0329 -0.664
N -2.4206 -0.8572 2.1544 1.146
C -2.3877 -2.2350 1.7032 -0.517
C -3.3902 -2.5711 0.6029 0.087
C -3.3307 -4.0581 0.2295 -0.760
C -1.9141 -4.6008 0.0282 -0.848
C -3.0099 -0.4271 3.3328 1.153
C -3.8254 -1.0809 4.2448 -0.965
C -4.2100 -0.3747 5.3710 -0.760
C -3.7694 0.9304 5.5901 -0.890
C -2.9628 1.5864 4.6767 -0.969
C -2.6118 0.8989 3.5228 0.238
H -5.0469 2.5902 0.1022 0.452
H -4.7818 2.3495 1.8310 0.374
H -3.8126 1.4664 0.6334 0.063
H -3.8278 4.5111 0.7792 0.500
H -2.6501 3.4842 -0.0425 -0.481
H -2.9900 3.6405 2.9752 0.393
H -1.8420 4.6099 2.0512 0.540
H -0.5900 2.8143 2.9570 0.312
H -0.7445 2.5130 1.2249 -0.066
H -2.5598 -2.8734 2.5727 0.708
H -1.3838 -2.4254 1.3217 -1.127
H -3.1658 -1.9556 -0.2720 -0.056
H -4.4010 -2.3211 0.9337 0.375
H -3.9048 -4.1979 -0.6876 0.381
H -3.8200 -4.6507 1.0066 0.410
H -1.3229 -3.9500 -0.6167 0.087
H -1.9572 -5.5861 -0.4334 0.432
H -1.3967 -4.7105 0.9821 0.250
H -4.1443 -2.1016 4.0884 0.503
H -4.8440 -0.8515 6.1047 0.431
H -4.0554 1.4392 6.4997 0.444
H -2.5967 2.5823 4.8787 0.533
S 3.5393 1.6187 0.1977 -0.608
C 4.5280 0.2667 -0.2697 0.507
N 4.8425 -0.6157 0.6791 0.097
C 5.7771 -1.7095 0.4487 -0.661
C 6.8155 -1.2794 -0.5774 -0.873
C 6.0825 -0.8261 -1.8297 -0.671
N 5.0538 0.1421 -1.4726 0.030
H 4.5505 -0.3651 1.6127 0.264
H 5.2394 -2.5839 0.0671 0.299
H 6.2420 -1.9797 1.3955 0.463
H 7.4818 -2.1084 -0.8067 0.371
H 7.4069 -0.4551 -0.1756 0.356
H 5.6264 -1.6808 -2.3377 0.334
H 6.7621 -0.3385 -2.5287 0.373
H 4.7933 0.8410 -2.1610 -0.080
O 2.9399 0.1222 3.0386 -0.649
C 1.7539 0.0118 2.4412 -0.855
O 1.2121 0.9026 1.8321 -0.244
C 1.1837 -1.4113 2.5438 1.569
N 1.8494 -2.1059 3.6491 -0.511
C 2.1101 -3.4862 3.2384 -0.836
C 2.5114 -3.3284 1.7762 -0.326
C 1.5820 -2.2114 1.2741 0.828
H 0.0992 -1.3429 2.6477 -0.125
H 1.3304 -2.0573 4.5169 0.257
H 3.0401 -0.7376 3.5283 0.482
H 1.2107 -4.1099 3.3108 0.264
H 2.8873 -3.9189 3.8682 0.474
H 2.3629 -4.2522 1.2203 0.440
H 3.5606 -3.0450 1.7016 -0.207
H 0.6921 -2.6375 0.8139 -0.642
H 2.0532 -1.5706 0.5271 -0.247
```